1.
C46H67F3N2O6 | ωB97M-V/def2-TZVPD

HOMO level, eV: -9.4
ΔE to the lowest compared entry with this formula, charge and spin, kcal per mole: 10.8
LUMO energy, eV: -0.69
Gap between HOMO and LUMO, eV: 8.710
F_max, eV/Å: 1.851
Structure (SMILES): [H]/N=C\Cc1c(CCCO)c(CCO)c(-c2ccncc2)c2c1C(=O)c1c(COC(F)(F)F)ccc(O)c1C2=O.CCCCCC.CCCCCC.CCCCCC
Calculated total energy, a.u.: -2653.55078

Geometry as ORCA input:
```
! wB97M-V def2-TZVPD RIJCOSX def2/J DEFGRID3
* xyz 0 1
N 1.87 0.17 2.32
C 0.68 0.19 1.89
C 0.26 0.68 0.49
C 1.17 0.14 -0.59
C 1.22 -1.23 -0.86
C 0.35 -2.19 -0.06
C -0.82 -2.81 -0.91
C -2.19 -2.11 -0.65
O -3.19 -3.11 -0.44
C 2.09 -1.76 -1.82
C 2.16 -3.26 -2.06
C 3.06 -3.97 -1.03
O 4.39 -3.43 -1.06
C 2.92 -0.91 -2.54
C 3.88 -1.38 -3.58
C 3.48 -1.83 -4.83
C 4.35 -2.23 -5.83
N 5.67 -2.22 -5.64
C 6.05 -1.81 -4.44
C 5.27 -1.36 -3.39
C 2.87 0.46 -2.28
C 2.01 0.96 -1.33
C 2.06 2.47 -1.13
O 1.08 3.19 -1.03
C 3.47 3.04 -1.11
C 3.85 3.98 -0.19
C 2.99 4.55 0.92
O 2.06 3.61 1.49
C 2.03 3.64 2.83
F 3.06 2.97 3.38
F 1.95 4.87 3.35
F 0.92 2.98 3.22
C 5.17 4.45 -0.28
C 6.03 3.96 -1.23
C 5.64 2.98 -2.15
O 6.48 2.48 -3.08
C 4.35 2.51 -2.09
C 3.79 1.44 -3.00
O 4.02 1.39 -4.19
H 2.50 0.52 1.58
H -0.16 -0.12 2.53
H -0.79 0.41 0.30
H 0.28 1.77 0.54
H 0.96 -3.01 0.33
H -0.12 -1.73 0.81
H -0.90 -3.88 -0.72
H -0.53 -2.66 -1.96
H -2.15 -1.43 0.20
H -2.48 -1.58 -1.57
H -3.37 -3.51 -1.30
H 1.18 -3.75 -2.16
H 2.68 -3.40 -3.02
H 2.68 -3.88 0.00
H 3.17 -5.03 -1.30
H 4.42 -2.74 -0.40
H 2.41 -1.83 -5.05
H 3.94 -2.56 -6.78
H 7.13 -1.82 -4.25
H 5.69 -1.02 -2.45
H 2.46 5.44 0.57
H 3.68 4.89 1.71
H 5.52 5.19 0.43
H 7.05 4.35 -1.23
H 7.27 3.03 -3.14
C -1.93 5.65 -6.13
C -1.20 5.06 -4.92
C -0.59 6.13 -4.01
C 0.48 7.01 -4.65
C 1.67 6.25 -5.23
C 2.46 5.48 -4.18
H -1.26 6.22 -6.77
H -2.36 4.85 -6.73
H -2.74 6.31 -5.80
H -0.42 4.37 -5.27
H -1.90 4.47 -4.34
H -0.18 5.63 -3.12
H -1.40 6.77 -3.64
H 0.84 7.72 -3.90
H 0.03 7.61 -5.45
H 2.34 6.97 -5.71
H 1.35 5.57 -6.02
H 2.83 6.17 -3.41
H 3.32 4.99 -4.63
H 1.87 4.70 -3.68
C -0.26 -1.61 7.85
C -1.42 -1.40 6.88
C -2.13 -2.69 6.51
C -1.27 -3.72 5.78
C -0.63 -3.22 4.48
C -1.66 -2.82 3.42
H 0.52 -2.24 7.42
H 0.20 -0.65 8.11
H -0.61 -2.08 8.78
H -1.06 -0.88 5.99
H -2.15 -0.72 7.35
H -3.01 -2.45 5.90
H -2.53 -3.16 7.42
H -1.88 -4.60 5.55
H -0.47 -4.07 6.44
H 0.00 -4.01 4.07
H 0.03 -2.37 4.68
H -2.30 -3.67 3.17
H -1.15 -2.50 2.51
H -2.29 -2.00 3.76
C -8.56 -5.26 2.97
C -8.33 -4.05 2.07
C -6.93 -4.00 1.47
C -5.79 -3.88 2.49
C -5.88 -2.67 3.41
C -5.80 -1.34 2.66
H -7.90 -5.25 3.83
H -9.59 -5.26 3.35
H -8.41 -6.19 2.42
H -8.54 -3.13 2.63
H -9.06 -4.08 1.25
H -6.87 -3.17 0.76
H -6.77 -4.91 0.88
H -4.84 -3.85 1.94
H -5.76 -4.79 3.10
H -5.05 -2.71 4.12
H -6.79 -2.70 4.00
H -4.86 -1.27 2.09
H -5.83 -0.50 3.36
H -6.63 -1.22 1.96
*
```

Atomic partial charges in e from the Mulliken method, atoms 1 to 4: number 1, N, carries -0.67; number 2, C, carries -0.38; number 3, C, carries -0.56; number 4, C, carries -0.15


2.
C25H28N2O6S | ωB97M-V/def2-TZVPD

HOMO level, eV: -8.3
ΔE to the lowest compared entry with this formula, charge and spin, kcal per mole: 1.8
LUMO energy, eV: 0.65
Gap between HOMO and LUMO, eV: 8.976
F_max, eV/Å: 0.613
Structure (SMILES): CCOc1ccc(N2C(=O)[C@@H]3[C@@H](c4ccc(O)cc4)N[C@](CCSC)(C(=O)OC)[C@@H]3C2=O)cc1
Calculated total energy, a.u.: -1928.65172

Geometry as ORCA input:
```
! wB97M-V def2-TZVPD RIJCOSX def2/J DEFGRID3
* xyz 0 1
C 7.69 0.01 -1.24
C 7.62 -0.52 0.19
O 6.65 -1.54 0.35
C 5.33 -1.22 0.41
C 4.45 -2.31 0.48
C 3.09 -2.12 0.58
C 2.57 -0.83 0.59
C 3.43 0.26 0.52
C 4.80 0.07 0.43
H 5.44 0.94 0.39
H 3.04 1.26 0.56
N 1.17 -0.62 0.68
C 0.59 0.42 1.39
O 1.18 1.21 2.08
C -0.90 0.35 1.16
C -1.14 -1.04 0.58
C 0.23 -1.46 0.09
O 0.48 -2.36 -0.67
H -1.48 -1.77 1.32
C -2.19 -0.87 -0.55
N -2.57 0.53 -0.44
H -2.92 0.90 -1.32
C -1.45 1.29 0.06
C -1.86 2.67 0.60
C -3.16 2.64 1.38
H -3.24 3.51 2.03
H -3.24 1.74 1.99
S -4.65 2.62 0.32
C -4.74 4.39 -0.09
H -5.62 4.51 -0.72
H -4.85 4.97 0.82
H -3.86 4.69 -0.64
H -1.96 3.36 -0.23
H -1.05 3.03 1.24
C -0.42 1.52 -1.06
O -0.64 1.23 -2.21
O 0.69 2.13 -0.65
C 1.65 2.43 -1.65
H 2.15 1.51 -1.98
H 1.17 2.90 -2.51
H 2.37 3.10 -1.19
C -3.37 -1.79 -0.36
C -3.21 -3.15 -0.61
C -4.26 -4.02 -0.42
C -5.49 -3.55 0.03
C -5.65 -2.19 0.29
C -4.59 -1.32 0.10
H -4.72 -0.27 0.29
H -6.61 -1.84 0.63
O -6.55 -4.38 0.23
H -6.31 -5.28 0.01
H -4.13 -5.08 -0.62
H -2.26 -3.51 -0.96
H -1.71 -1.10 -1.51
H -1.43 0.54 2.09
H 2.43 -2.97 0.63
H 4.87 -3.30 0.47
H 8.56 -1.01 0.46
H 7.44 0.30 0.90
H 7.90 -0.81 -1.92
H 6.75 0.47 -1.53
H 8.49 0.74 -1.31
*
```

Atomic partial charges in e from the natural (NBO) method, atoms 1 to 4: number 1, C, carries -0.64; number 2, C, carries -0.06; number 3, O, carries -0.49; number 4, C, carries 0.32


3.
C2H5N3OS2 | ωB97M-V/def2-TZVPD

HOMO level, eV: -8.9
ΔE to the lowest compared entry with this formula, charge and spin, kcal per mole: 56.9
LUMO energy, eV: 0.15
Gap between HOMO and LUMO, eV: 9.063
F_max, eV/Å: 7.067
Structure (SMILES): NC(=O)NSC(N)=S
Calculated total energy, a.u.: -1115.00381

Geometry as ORCA input:
```
! wB97M-V def2-TZVPD RIJCOSX def2/J DEFGRID3
* xyz 0 1
C -2.49 -0.03 0.09
C 1.69 0.37 0.10
H -3.14 -1.75 1.33
H -1.40 -1.57 0.83
H -1.81 0.44 -1.56
H 0.19 1.53 0.18
H 1.62 2.32 1.18
N -2.26 -0.85 1.28
N -1.24 0.45 -0.60
N 1.20 1.48 0.59
O -3.50 0.55 -0.25
S 0.20 -0.53 -0.75
S 3.13 -0.40 0.13
*
```

Atomic partial charges in e from the natural (NBO) method, atoms 1 to 4: number 1, C, carries 0.76; number 2, C, carries -0.01; number 3, H, carries 0.40; number 4, H, carries 0.39


4.
C2H3N3O2 | ωB97M-V/def2-TZVPD

HOMO level (spin up / spin down), eV: -5.7 / -10.3
ΔE to the lowest compared entry with this formula, charge and spin, kcal per mole: 81.5
LUMO energy (spin up / spin down), eV: 0.72 / -1.47
Gap between HOMO and LUMO (spin up / spin down), eV: 6.438 / 8.866
F_max, eV/Å: 6.377
⟨S²⟩: 2.010
Calculated total energy, a.u.: -392.47506

Geometry as ORCA input:
```
! wB97M-V def2-TZVPD RIJCOSX def2/J DEFGRID3
* xyz 0 3
C -0.59 2.18 -0.56
C 0.94 -1.23 1.28
N -0.36 1.09 -0.98
N 0.55 -0.31 1.87
N 0.09 -0.02 -1.26
O 1.32 -2.14 0.73
O -0.68 -1.12 -1.00
H -1.13 3.10 -1.01
H 0.44 0.18 2.67
H -0.60 -1.73 -1.74
*
```

Atomic partial charges in e from the natural (NBO) method, atoms 1 to 4: number 1, C, carries 0.14; number 2, C, carries 0.87; number 3, N, carries -0.33; number 4, N, carries -0.78